Record 1
# CHF2N2O3

A 2-piece molecular cluster, CHF2N2O3 overall (wB97M-V/def2-TZVPD, the Open Molecules 2025 dataset).

Values from the calculation:
E_LUMO (spin up / spin down)   4.100 / 4.128 eV
Net charge   -1
Energy above the lowest of the compared OMol25 structures with the same formula, charge and spin   59.0 kcal per mole

```
9
CHF2N2O3 | the Open Molecules 2025 dataset | wB97M-V/def2-TZVPD
C 1.469 0.558 -0.200
N -0.874 -1.348 0.410
N -1.656 -0.301 0.237
O -1.237 0.698 -0.336
O -2.814 -0.405 0.723
O 0.167 -1.379 -0.359
F 1.715 0.897 1.026
F 2.542 0.132 -0.770
H 0.688 1.148 -0.730
```

---

Record 2
# CHF2NO2

An isolated molecule of CHF2NO2 (wB97M-V/def2-TZVPD, the Open Molecules 2025 dataset).

Values from the calculation:
E_LUMO   0.019 eV
SMILES string   O=[N+]([O-])C(F)F
Energy above the lowest of the compared OMol25 structures with the same formula, charge and spin   15.3 kcal per mole

```
7
CHF2NO2 | the Open Molecules 2025 dataset | wB97M-V/def2-TZVPD
O 1.503 -0.765 0.479
N 0.699 -0.478 -0.336
O 0.692 -0.618 -1.500
C -0.474 0.294 0.315
F -1.624 -0.342 -0.133
F -0.424 1.531 -0.148
H -0.373 0.379 1.323
```

---

Record 3
# CHF2O2P

CHF2O2P as an isolated structure (wB97M-V/def2-TZVPD, the Open Molecules 2025 dataset).

Values from the calculation:
E_LUMO   0.085 eV
Energy above the lowest of the compared OMol25 structures with the same formula, charge and spin   43.9 kcal per mole

```
7
CHF2O2P | the Open Molecules 2025 dataset | wB97M-V/def2-TZVPD
C 1.158 -0.283 0.032
O -2.845 0.919 -0.268
O -0.552 0.364 -0.413
F 1.625 -0.701 -1.135
F 0.873 -1.243 0.909
P -1.849 0.195 0.500
H 1.591 0.750 0.375
```

---

Record 4
# CHF2O2P

An isolated molecule of CHF2O2P (wB97M-V/def2-TZVPD, the Open Molecules 2025 dataset).

Values from the calculation:
E_LUMO   0.064 eV
SMILES string   O=POC(F)F
Energy above the lowest of the compared OMol25 structures with the same formula, charge and spin   32.2 kcal per mole

```
7
CHF2O2P | the Open Molecules 2025 dataset | wB97M-V/def2-TZVPD
O 0.035 -3.328 -2.490
P 0.907 -2.303 -1.881
O -0.058 -1.579 -0.797
C 0.677 -0.247 0.104
F 1.744 0.260 -0.500
F 0.942 -0.893 1.189
H -0.084 0.383 0.260
```

---

Record 5
# CHF3InNO3S

CHF3InNO3S as an isolated structure (wB97M-V/def2-TZVPD, the Open Molecules 2025 dataset).

Values from the calculation:
E_LUMO (spin up / spin down)   -7.175 / -8.218 eV
2S+1   2
Expectation value of S²   0.87
Net charge   +1
Energy above the lowest of the compared OMol25 structures with the same formula, charge and spin   57.0 kcal per mole

```
11
CHF3InNO3S | the Open Molecules 2025 dataset | wB97M-V/def2-TZVPD
In -1.464 0.749 2.002
O 0.430 0.066 2.083
N 0.915 -0.702 1.118
S -0.223 -0.858 -0.127
O -1.507 -0.206 0.284
O -0.252 -2.211 -0.657
C 0.369 0.214 -1.548
F 0.144 1.484 -1.271
F 1.663 0.018 -1.710
F -0.276 -0.124 -2.648
H 0.200 1.570 2.474
```

---

Record 6
# CHF3InNO4S2

CHF3InNO4S2 as an isolated structure (wB97M-V/def2-TZVPD, the Open Molecules 2025 dataset).

Values from the calculation:
E_LUMO   -2.085 eV
Energy above the lowest of the compared OMol25 structures with the same formula, charge and spin   22.4 kcal per mole

```
13
CHF3InNO4S2 | the Open Molecules 2025 dataset | wB97M-V/def2-TZVPD
N 0.918 -1.441 1.236
S -0.732 -2.007 1.027
O -2.738 -0.560 -0.758
S 1.423 -0.295 0.338
O 0.683 -0.110 -0.975
O 2.883 -0.240 0.217
C 1.037 1.348 1.157
F -0.275 1.544 1.226
F 1.531 1.347 2.390
F 1.580 2.355 0.482
In -0.974 -1.059 -1.189
O -2.574 -0.855 -2.347
H -2.761 -0.027 -2.803
```

---

Record 7
# CHF3MgNO3S2Sc

CHF3MgNO3S2Sc as an isolated structure (wB97M-V/def2-TZVPD, the Open Molecules 2025 dataset).

Values from the calculation:
E_LUMO (spin up / spin down)   -11.266 / -11.276 eV
Net charge   +2
Energy above the lowest of the compared OMol25 structures with the same formula, charge and spin   162.6 kcal per mole

```
13
CHF3MgNO3S2Sc | the Open Molecules 2025 dataset | wB97M-V/def2-TZVPD
Sc 0.771 2.751 -0.502
N -0.956 0.221 -0.894
S 0.353 0.098 -1.840
O 1.451 0.959 -1.145
S -1.595 1.840 -0.627
O -1.803 1.479 1.767
C 0.852 -1.597 -1.226
F -0.110 -2.457 -1.524
F 1.009 -1.577 0.082
F 1.980 -1.967 -1.806
Mg 0.623 0.902 2.386
O -1.107 0.063 2.883
H -1.468 -0.715 2.445
```

---

Record 8
# CHF3N3

CHF3N3 as an isolated structure (wB97M-V/def2-TZVPD, the Open Molecules 2025 dataset).

Values from the calculation:
E_LUMO   -8.514 eV
Net charge   +1
Energy above the lowest of the compared OMol25 structures with the same formula, charge and spin   80.0 kcal per mole

```
8
CHF3N3 | the Open Molecules 2025 dataset | wB97M-V/def2-TZVPD
C 1.050 1.046 0.323
N 1.413 1.177 -0.819
N 0.650 -0.341 -0.037
N -0.562 -0.764 -0.198
F 0.847 1.592 1.447
F -1.389 -0.536 0.879
F -1.438 -0.372 -1.256
H -0.570 -1.802 -0.339
```

---

Record 9
# CHF3NO3SV

CHF3NO3SV as an isolated structure (wB97M-V/def2-TZVPD, the Open Molecules 2025 dataset).

Values from the calculation:
E_LUMO (spin up / spin down)   -0.379 / -1.455 eV
2S+1   5
Expectation value of S²   6.01

```
11
CHF3NO3SV | the Open Molecules 2025 dataset | wB97M-V/def2-TZVPD
V 2.352 -0.496 0.335
O 1.296 0.741 1.471
N 0.232 1.311 1.046
S -0.149 0.717 -0.553
O 0.962 -0.179 -0.995
O -0.600 1.782 -1.431
C -1.617 -0.433 -0.331
F -1.182 -1.638 -0.029
F -2.371 0.035 0.641
F -2.302 -0.468 -1.456
H 3.381 -1.372 1.301
```

---

Record 10
# CHF3NO4S2

An isolated ion of composition CHF3NO4S2 and charge -1 (wB97M-V/def2-TZVPD, the Open Molecules 2025 dataset).

Values from the calculation:
E_LUMO   3.205 eV
SMILES string   O=[SH]12OS1(=O)([O-])N2C(F)(F)F
Net charge   -1
Energy above the lowest of the compared OMol25 structures with the same formula, charge and spin   86.0 kcal per mole

```
12
CHF3NO4S2 | the Open Molecules 2025 dataset | wB97M-V/def2-TZVPD
O -1.644 0.852 1.808
S -1.539 0.054 0.635
O -1.657 1.674 -0.745
S -0.574 0.862 -1.436
O -1.159 -0.170 -2.302
O 0.452 1.684 -2.057
N 0.215 -0.284 0.036
C 1.416 -0.682 0.536
F 1.497 -0.766 1.899
F 2.012 -1.957 0.123
F 2.653 0.165 0.110
H -1.672 -1.433 1.394
```